This record from the OMol25 dataset describes 5 unconnected molecules or ions with the total composition C35H72N5O6. The level of theory is wB97M-V/def2-TZVPD.

Last column: Löwdin charge in e.
Atoms and positions in Å:
N 0.6374 -0.1732 0.4796  -0.676
O 1.6813 -0.1412 -0.1659  -0.025
O -0.2178 0.6243 0.3324  -0.033
O 0.5148 -0.9034 1.4583  -0.048
C 1.4100 6.7720 -2.0869  -0.021
C 1.3703 5.2882 -1.9151  -0.462
C 0.0157 5.2119 -1.1093  -0.126
C -0.5695 3.8305 -0.8731  -0.153
C -0.7641 3.1598 -2.2755  -0.108
C 0.4471 3.1802 -3.2888  -0.398
N 1.1775 4.5659 -3.1974  0.173
O 2.1394 4.7756 -4.2321  0.178
C -0.0746 3.0243 -4.7439  -0.011
C 1.3496 1.9847 -3.0349  -0.022
C 2.5617 4.6686 -1.1641  0.039
H 1.9712 7.0467 -2.9801  0.099
H 1.8743 7.2778 -1.2404  0.120
H 0.4363 7.2028 -2.3201  0.103
H -0.8098 5.7869 -1.5289  0.131
H 0.3705 5.6931 -0.1978  0.129
H -1.5416 3.7616 -0.3849  0.110
H 0.1323 3.1771 -0.3548  0.090
H -1.6160 3.6448 -2.7520  0.122
H -1.0379 2.1166 -2.1181  0.101
H 0.8148 2.6931 -5.2799  0.090
H -0.4910 3.9237 -5.1977  0.101
H -0.8221 2.2342 -4.8154  0.102
H 2.3400 1.8620 -3.4733  0.110
H 0.7868 1.0790 -3.2611  0.101
H 1.6647 1.9514 -1.9920  0.063
H 2.4156 3.6175 -0.9152  0.074
H 2.5480 5.0718 -0.1515  0.108
H 3.4939 4.7759 -1.7187  0.115
C 0.2946 1.0541 6.1812  0.013
C 0.3524 0.7538 4.6906  -0.469
C -0.1151 1.9513 3.8509  -0.122
C 0.9661 3.0516 3.5662  -0.108
C 2.1679 2.3408 2.8571  -0.125
C 2.8515 1.2698 3.7434  -0.392
N 1.7281 0.2761 4.2025  0.168
O 2.0644 -1.0429 4.5213  0.174
C 3.4871 1.8673 5.0081  0.028
C 3.8432 0.5116 2.8052  -0.016
C -0.6419 -0.3183 4.4826  -0.054
H -0.7086 0.9110 6.5827  0.109
H 0.6000 2.0710 6.4277  0.094
H 0.9818 0.3815 6.6944  0.106
H -1.0679 2.2753 4.2697  0.134
H -0.5293 1.5814 2.9130  0.091
H 1.1428 3.4588 4.5617  0.103
H 0.6386 3.8089 2.8539  0.110
H 2.8627 3.0666 2.4346  0.127
H 1.9020 1.9428 1.8779  0.104
H 3.6307 0.9821 5.6277  0.100
H 2.9022 2.6001 5.5638  0.090
H 4.4840 2.2101 4.7308  0.116
H 3.5001 -0.1146 1.9816  0.082
H 4.5749 -0.0972 3.3363  0.093
H 4.4891 1.1530 2.2055  0.099
H -1.5868 -0.0349 4.9464  0.108
H -0.3367 -1.2846 4.8842  0.104
H -0.7912 -0.5746 3.4337  0.066
C 2.2600 -7.4347 -3.2069  -0.021
C 1.2937 -6.3404 -2.6654  -0.339
C 1.5380 -6.2055 -1.1018  -0.137
C 1.0168 -4.9904 -0.4423  -0.186
C 1.6354 -3.6909 -1.0291  -0.083
C 1.3323 -3.5898 -2.5525  -0.425
N 1.7848 -4.8798 -3.1756  0.154
O 2.6134 -4.8155 -4.3127  0.165
C 2.2063 -2.3737 -3.1585  0.005
C -0.1070 -3.1954 -2.6918  -0.016
C -0.1830 -6.7172 -3.0323  0.012
H 2.4122 -7.6513 -4.2643  0.100
H 1.9974 -8.4238 -2.8315  0.106
H 3.1869 -7.1183 -2.7286  0.086
H 2.5902 -6.2588 -0.8223  0.135
H 0.9946 -7.0610 -0.7007  0.144
H 1.3248 -5.1479 0.5913  0.132
H -0.0636 -5.0334 -0.3048  0.101
H 2.7131 -3.6776 -0.8663  0.133
H 1.2143 -2.8003 -0.5625  0.109
H 2.1969 -2.3515 -4.2482  0.087
H 3.2242 -2.4191 -2.7713  0.094
H 1.8017 -1.4167 -2.8288  0.065
H -0.4925 -3.6776 -3.5901  0.099
H -0.3147 -2.1255 -2.7021  0.097
H -0.7770 -3.6267 -1.9480  0.079
H -0.5513 -6.3900 -4.0045  0.095
H -0.7973 -6.1725 -2.3153  0.073
H -0.3675 -7.7914 -3.0215  0.108
C -2.6280 -3.5802 1.8278  -0.068
C -3.6524 -2.4326 1.4706  -0.178
C -2.9522 -1.3685 0.5205  -0.055
N -3.8201 -0.0248 0.4685  -0.233
C -3.8813 0.7397 1.7719  0.049
C -5.2132 -0.1715 -0.1744  -0.086
C -5.5626 1.1978 -0.7180  -0.125
C -4.1896 1.8586 -1.1289  -0.134
C -3.1596 0.9270 -0.5573  -0.155
H -1.8161 -3.0434 2.3186  0.064
H -2.2074 -4.0917 0.9620  0.058
H -3.1113 -4.3599 2.4164  0.084
H -4.1505 -2.0594 2.3654  0.103
H -4.3604 -2.9041 0.7890  0.102
H -2.8468 -1.7008 -0.5122  0.121
H -1.9697 -0.9846 0.7952  0.088
H -2.8316 0.8922 2.0227  0.095
H -4.2979 -0.0076 2.4472  0.096
H -4.5010 1.6353 1.7263  0.118
H -5.9490 -0.5382 0.5412  0.143
H -5.0223 -0.8802 -0.9802  0.138
H -5.9820 1.8767 0.0245  0.114
H -6.1897 1.1443 -1.6079  0.128
H -4.1303 2.8732 -0.7350  0.117
H -4.0731 1.7735 -2.2093  0.118
H -2.4050 1.4446 0.0349  0.091
H -2.6756 0.3256 -1.3267  0.124

Cartesian forces, eV/Å:
N 2.9 -0.9 2.1
O 1.0 -0.5 -1.3
O -4.3 4.2 -2.3
O 0.4 -2.6 1.5
C 1.3 1.5 -1.9
C -2.9 0.3 0.5
C 0.0 -1.3 0.9
C 1.3 -1.4 -1.5
C 0.3 0.8 0.2
C -1.9 0.7 -0.5
N 7.3 -1.3 -5.7
O -6.7 -0.9 6.7
C 0.9 0.1 0.1
C 1.5 -0.2 1.6
C -0.4 -0.8 0.1
H 0.6 0.0 0.1
H -0.2 -0.2 0.0
H 0.0 -0.2 0.5
H 0.6 0.4 -0.3
H -0.6 0.1 0.3
H 0.2 0.5 0.2
H -0.1 0.0 0.5
H 0.0 0.1 -0.2
H 0.2 -0.1 -0.2
H -0.3 0.2 -0.6
H 0.1 0.0 0.2
H 0.1 0.0 0.3
H -0.3 0.7 -1.1
H -0.2 0.2 0.1
H -0.7 -0.3 0.4
H -0.1 -0.2 -0.6
H 0.4 0.8 -0.3
H 0.0 0.3 0.3
C 1.6 0.4 1.0
C -0.5 0.6 -1.1
C 0.1 0.5 -1.4
C -0.5 -1.9 -0.2
C -0.9 0.6 0.6
C -0.2 -0.1 -2.8
N 2.2 -7.0 3.3
O -2.1 9.1 -2.6
C 0.0 -1.6 0.1
C 1.1 -0.5 0.4
C -0.8 -2.4 -0.8
H 0.1 -0.1 -0.3
H 0.1 0.0 -0.1
H -0.2 -0.1 0.3
H 0.4 0.6 0.8
H 0.7 -0.4 -0.5
H 0.7 0.5 -0.4
H -0.4 0.1 0.5
H 0.7 0.2 1.1
H -0.9 -0.8 0.2
H 0.3 0.3 0.5
H 0.1 0.0 -0.4
H -0.2 0.3 0.0
H -1.2 -0.1 0.5
H -0.2 -0.1 0.4
H -0.2 1.0 0.5
H 0.1 0.0 -0.1
H 0.0 0.2 0.6
H 0.0 0.4 -0.2
C 0.6 0.9 0.7
C 1.1 -0.7 -0.4
C -0.5 -1.0 -1.3
C 0.0 1.0 0.9
C -0.5 -1.2 0.3
C 2.8 2.6 0.4
N 2.9 -0.6 -7.4
O -5.4 -0.5 8.0
C -0.5 -1.1 0.4
C -2.1 -1.8 -1.0
C 0.0 1.9 0.3
H -0.3 0.9 -0.2
H -0.3 0.3 0.6
H 0.5 -0.6 -0.5
H 0.1 -0.5 -0.6
H 0.3 -0.3 0.1
H 0.3 0.6 0.2
H -0.2 0.5 -0.6
H 0.0 -0.1 0.1
H 0.1 0.1 -0.1
H 0.1 -0.2 0.1
H 0.1 -0.2 -0.3
H -0.2 -0.3 0.3
H -0.2 0.6 -0.5
H 0.6 -0.1 -0.2
H 0.3 -0.1 0.4
H 0.6 0.1 -0.2
H -0.4 -0.4 0.1
H 0.5 0.1 0.5
C -0.5 1.4 -0.1
C 1.5 -1.0 -2.2
C -1.6 1.3 1.7
N -0.1 0.7 -1.9
C 0.4 -2.1 -0.2
C 0.6 -0.2 0.4
C 0.9 1.0 -0.4
C -1.0 -1.2 -0.1
C 1.0 -0.2 1.3
H 0.2 -0.7 0.5
H -0.1 0.3 -0.3
H 0.2 0.3 0.3
H 0.2 0.2 -0.2
H -0.6 0.1 0.4
H -0.5 -0.1 0.1
H 0.1 -0.2 0.5
H -0.2 0.4 0.3
H -0.1 0.6 0.4
H 0.2 -0.2 -0.2
H 0.2 -0.2 0.0
H -0.4 -0.1 0.0
H -0.5 -0.4 0.0
H -0.3 -0.1 0.4
H 0.1 -0.1 -0.4
H -0.1 0.8 0.0
H 0.3 -0.2 -0.4
H 0.0 -0.1 0.2

Output
ΔE to the lowest compared entry with this formula, charge and spin: 121.3 kcal per mole
calculated total energy: -2100.49229 a.u.
HOMO-LUMO gap: 0.177 hartree
net charge: +3